# 1
DFT (ωB97M-V/def2-TZVPD) results for C39H33Cl2HgN5O3PSe3 as an isolated structure.

Results
**LUMO energy (alpha / beta)**: 3.785 / 3.785 eV
**F_max**: 0.0125 hartree/bohr
**⟨S²⟩**: 0.757
**Total charge**: -2
**HOMO level (alpha / beta)**: -1.12 / -1.15 eV
**2S+1**: 2
**Molecular weight**: 1159.08 g mol⁻¹
**Relative energy (zero: lowest compared OMol25 entry of this formula, charge and spin)**: 7.3 kcal/mol
**Kohn-Sham gap (alpha / beta)**: 4.91 / 4.93 eV

XYZ file:
```
87
Properties=species:S:1:pos:R:3:forces:R:3
Hg -0.759 0.564 1.294 0.36 -0.13 0.28
Se 0.388 -2.386 -1.321 -0.07 -0.06 0.04
P 1.238 -2.464 0.631 0.02 0.06 0.00
Se 0.065 -1.810 2.345 -0.04 -0.03 -0.03
C 2.851 -1.601 0.612 -0.02 0.01 -0.02
C 3.104 -0.497 1.410 -0.02 0.01 -0.01
C 4.321 0.167 1.315 0.03 0.02 0.02
C 5.293 -0.283 0.438 0.03 0.00 0.00
C 5.047 -1.397 -0.358 0.00 0.01 0.00
C 3.828 -2.046 -0.278 -0.03 -0.01 -0.03
C 1.747 -4.169 1.059 -0.05 -0.04 -0.01
C 1.211 -5.259 0.387 0.02 0.01 0.00
C 1.563 -6.550 0.759 0.00 -0.02 -0.01
C 2.458 -6.756 1.797 0.02 -0.01 0.02
C 3.000 -5.666 2.469 0.01 -0.03 0.00
C 2.644 -4.379 2.104 0.00 0.00 0.02
H 2.344 -0.146 2.093 -0.04 0.01 0.03
H 4.497 1.047 1.922 0.00 0.00 0.00
H 6.241 0.237 0.365 -0.01 0.01 -0.01
H 5.800 -1.746 -1.054 0.00 0.00 0.00
H 3.616 -2.891 -0.924 0.00 0.00 0.00
H 0.527 -5.079 -0.434 0.00 0.00 0.00
H 1.139 -7.396 0.231 0.00 0.00 0.00
H 2.736 -7.763 2.084 0.00 0.00 0.00
H 3.699 -5.821 3.282 0.00 0.00 0.00
H 3.057 -3.529 2.634 0.00 0.00 0.00
Cl -5.729 3.417 6.726 -0.03 0.02 0.01
C -4.496 2.617 5.772 0.00 0.02 -0.06
C -3.579 1.777 6.417 0.03 -0.05 0.00
C -2.604 1.154 5.693 0.01 0.04 0.01
Cl -1.475 0.115 6.509 0.02 -0.01 0.01
C -2.434 1.317 4.262 0.05 0.06 0.04
O -1.479 0.771 3.664 -0.10 -0.07 -0.09
C -3.434 2.157 3.656 -0.04 -0.02 0.03
C -3.523 2.354 2.227 0.07 -0.10 -0.12
O -2.861 1.824 1.349 -0.12 0.18 0.07
C -4.425 2.796 4.420 0.02 -0.02 0.06
H -3.642 1.620 7.485 0.01 0.00 0.00
H -4.321 3.057 1.917 -0.02 0.01 0.00
H -5.143 3.433 3.915 -0.01 0.00 0.00
C -3.169 -1.299 -3.163 -0.04 -0.04 -0.01
N -3.176 -0.607 -1.883 0.15 -0.15 0.47
C -2.814 0.817 -1.931 0.33 0.05 -0.05
C -3.031 -1.279 -0.699 0.17 0.13 0.02
O -2.461 -0.816 0.301 -0.39 0.00 -0.51
N -3.571 -2.556 -0.645 0.01 0.24 0.03
C -3.253 -3.354 0.522 -0.05 -0.03 -0.02
C -4.887 -2.808 -1.188 -0.03 -0.06 -0.09
H -2.436 -0.822 -3.812 0.04 0.00 -0.02
H -4.146 -1.249 -3.654 0.00 0.00 -0.03
H -2.886 -2.341 -3.029 0.00 -0.02 0.00
H -3.369 1.269 -2.749 0.04 0.07 -0.05
H -0.818 0.388 -1.639 -0.02 -0.01 0.08
H -3.152 1.277 -1.010 0.04 0.00 0.19
H -2.271 -3.092 0.891 0.18 0.03 0.04
H -3.265 -4.411 0.242 -0.02 0.01 0.00
H -3.980 -3.194 1.330 0.02 0.01 -0.02
H -5.197 -1.998 -1.840 -0.01 0.03 -0.02
H -5.622 -2.888 -0.376 0.02 0.00 0.00
H -4.908 -3.742 -1.758 0.00 0.01 0.01
N 6.894 6.570 -1.333 -0.01 -0.02 0.03
C 5.991 5.928 -1.019 0.08 0.07 -0.06
C 4.869 5.127 -0.630 -0.06 -0.05 0.04
C 4.555 4.982 0.723 0.00 -0.01 -0.06
C 3.479 4.204 1.098 -0.01 -0.03 -0.02
C 2.695 3.554 0.136 0.06 0.07 -0.05
C 3.017 3.712 -1.218 -0.04 -0.02 0.00
C 4.091 4.489 -1.599 0.03 0.03 0.07
C 1.600 2.730 0.521 -0.05 -0.21 0.11
C 0.710 1.970 0.833 -0.14 0.10 -0.19
H 5.159 5.480 1.470 0.01 0.01 0.00
H 3.228 4.082 2.143 -0.01 0.01 0.00
H 2.405 3.216 -1.960 -0.02 0.00 -0.01
H 4.334 4.608 -2.647 0.00 0.00 0.00
Se -2.568 4.216 -2.770 0.10 -0.02 -0.02
N -1.395 1.055 -2.135 -0.20 0.10 -0.33
C -0.883 1.287 -3.436 -0.43 0.14 -0.07
C 0.223 0.541 -3.841 0.09 -0.02 0.16
C 0.777 0.656 -5.107 0.02 0.04 -0.05
C 0.184 1.516 -6.020 0.10 -0.07 -0.09
C -0.916 2.263 -5.642 -0.06 0.09 0.14
C -1.466 2.233 -4.346 0.26 -0.21 0.08
N -2.568 3.044 -4.136 -0.22 -0.23 0.15
H 0.649 -0.163 -3.128 -0.04 0.08 -0.08
H 1.644 0.064 -5.374 0.00 -0.01 0.00
H 0.578 1.607 -7.026 0.01 0.00 -0.01
H -1.385 2.947 -6.339 0.01 0.00 0.01
```
Positions in Å, forces in eV/Å.

***

# 2
DFT (ωB97M-V/def2-TZVPD) results for one molecule with the formula C4H11NSi in a non-equilibrium geometry.

Results
**LUMO energy**: 1.062 eV
**F_max**: 0.1034 hartree/bohr
**SMILES**: C/C=N/[SiH](C)C
**HOMO level**: -8.49 eV
**2S+1**: 1
**Molecular weight**: 101.22 g mol⁻¹
**Relative energy (zero: lowest compared OMol25 entry of this formula, charge and spin)**: 38.9 kcal/mol
**Kohn-Sham gap**: 9.56 eV

XYZ file:
```
17
Properties=species:S:1:pos:R:3:forces:R:3
C 1.868 0.216 0.019 0.17 -1.65 1.56
C 3.228 0.338 -0.571 -0.11 -2.44 -1.70
C -1.817 1.399 0.334 -1.16 -2.14 1.16
C -1.895 -1.473 -0.294 -0.61 -0.19 -2.21
N 0.768 -0.143 -0.493 -1.78 0.58 1.40
Si -0.932 -0.234 0.632 2.37 1.71 -4.44
H 2.084 0.257 1.103 -0.97 0.38 0.47
H 3.670 1.151 -0.082 0.70 2.03 -0.23
H 3.131 0.274 -1.691 0.78 0.55 1.07
H 3.952 -0.460 -0.169 -1.45 0.44 -0.73
H -2.904 1.094 0.345 0.95 0.65 -0.01
H -1.604 2.038 1.145 0.01 1.15 0.84
H -1.568 1.841 -0.586 0.34 0.49 -1.23
H -2.526 -1.133 -1.177 0.41 0.55 1.46
H -1.202 -2.034 -0.937 0.06 -0.81 0.98
H -2.562 -2.011 0.360 -0.01 -0.86 0.00
H -0.582 -0.502 1.961 0.28 -0.43 1.61
```
Positions in Å, forces in eV/Å.

***

# 3
DFT (ωB97M-V/def2-TZVPD) results for one molecule with the formula C20H21N7O3S2 in a non-equilibrium geometry.

Results
**LUMO energy**: -0.337 eV
**F_max**: 0.0309 hartree/bohr
**SMILES**: CCOC(=O)Cc1nnc(NC(=O)CSc2nnc3c4ccccc4n(C(C)C)c3n2)s1
**HOMO level**: -8.86 eV
**2S+1**: 1
**Molecular weight**: 471.57 g mol⁻¹
**Relative energy (zero: lowest compared OMol25 entry of this formula, charge and spin)**: 0.0 kcal/mol
**Kohn-Sham gap**: 8.52 eV

XYZ file:
```
53
Properties=species:S:1:pos:R:3:forces:R:3
C -3.950 -1.394 -1.834 0.29 -0.17 0.22
C -2.592 -2.080 -1.810 -0.37 -0.06 -0.39
H -2.678 -3.105 -2.184 0.09 0.15 0.02
H -1.855 -1.529 -2.396 -0.05 -0.11 0.06
O -2.044 -2.118 -0.489 0.09 0.25 0.08
C -2.526 -3.037 0.342 0.03 -0.09 0.41
O -3.396 -3.820 0.075 -0.15 -0.12 -0.09
C -1.827 -2.972 1.695 -0.22 -0.13 -0.22
C -0.428 -2.499 1.578 0.60 -0.46 -0.37
N 0.050 -1.492 2.216 -1.39 -0.06 0.53
N 1.329 -1.239 1.957 1.52 0.44 -0.18
C 1.837 -2.060 1.098 -0.75 -0.72 -0.31
N 3.116 -1.962 0.629 0.28 0.01 0.25
C 3.484 -2.552 -0.554 0.35 0.10 0.13
O 2.827 -3.430 -1.058 0.06 -0.22 -0.24
C 4.751 -2.007 -1.177 0.14 0.43 -0.23
H 4.688 -2.134 -2.257 -0.07 -0.11 0.17
H 5.626 -2.535 -0.796 -0.01 -0.04 0.00
S 5.006 -0.245 -0.771 0.26 -0.19 -0.03
C 3.335 0.287 -1.042 0.02 0.22 0.24
N 2.742 -0.182 -2.123 0.83 -0.35 -0.36
N 1.493 0.129 -2.367 -1.20 0.28 -0.13
C 0.872 0.885 -1.490 0.76 0.09 0.66
C -0.458 1.404 -1.398 -0.34 0.16 0.08
C -1.548 1.358 -2.255 0.03 0.10 0.17
C -2.712 1.990 -1.865 -0.06 -0.02 -0.17
C -2.787 2.647 -0.640 0.05 0.01 0.05
C -1.706 2.709 0.222 -0.06 0.10 0.16
C -0.525 2.092 -0.160 -0.37 -0.19 -0.60
N 0.706 2.033 0.482 0.17 -0.02 0.01
C 1.544 1.336 -0.302 0.47 -0.59 -0.87
N 2.816 1.050 -0.083 -0.26 0.25 0.20
C 1.107 2.570 1.772 0.02 0.27 0.51
C 1.053 4.097 1.765 0.13 -0.24 -0.07
H 1.645 4.492 0.942 0.04 0.08 -0.06
H 0.034 4.459 1.662 -0.10 0.07 0.01
H 1.462 4.476 2.697 0.01 0.06 0.10
C 0.289 1.955 2.904 0.19 -0.06 -0.19
H 0.324 0.870 2.844 -0.03 -0.04 0.05
H -0.749 2.274 2.865 -0.14 0.05 0.03
H 0.708 2.263 3.857 0.02 0.06 0.12
H 2.150 2.253 1.883 -0.20 0.05 -0.01
H -1.797 3.234 1.159 0.02 0.04 0.09
H -3.710 3.129 -0.356 -0.06 0.04 0.03
H -3.573 1.983 -2.516 -0.08 -0.01 -0.05
H -1.467 0.851 -3.203 0.00 -0.06 -0.12
H 3.685 -1.219 1.025 -0.12 -0.05 -0.16
S 0.733 -3.274 0.509 -0.23 0.65 0.72
H -1.869 -3.970 2.138 -0.10 0.10 -0.05
H -2.378 -2.283 2.339 0.04 -0.03 -0.03
H -4.289 -1.299 -2.861 -0.07 0.04 -0.14
H -4.674 -1.983 -1.277 -0.07 -0.02 -0.01
H -3.875 -0.404 -1.389 -0.02 0.07 -0.02
```
Positions in Å, forces in eV/Å.